Formula: CH5O2P2
Source: OMol25
Level of theory: ωB97M-V/def2-TZVPD

Geometry as XYZ:
```
10
Properties=species:S:1:pos:R:3
H -0.6916 -1.3816 -1.1902
H 0.9022 -1.1200 -0.4639
C 0.2002 -0.7554 -1.2162
P -0.4666 0.4940 1.3578
H 0.9434 1.4996 -0.6729
H 0.8633 0.0043 1.5192
O -1.4191 -0.6308 1.5255
H 0.6451 -0.7975 -2.2108
O -0.6431 1.7270 2.1578
P -0.3336 0.9604 -0.8062
```

## Properties
structure (SMILES): CP[P@@H](=O)[O-]
charge: -1
multiplicity: 1

Formula: CH5O2P2
Source: OMol25
Level of theory: ωB97M-V/def2-TZVPD

Geometry as XYZ:
```
10
Properties=species:S:1:pos:R:3
C -1.3089 0.6160 0.2464
H -1.1558 -0.0956 -0.5813
P 1.3345 -0.8557 0.1589
H 0.0565 -1.1903 -1.5605
O 0.9289 -1.7947 1.2126
O 2.7312 -0.9484 -0.2249
H -1.7637 0.2556 1.1702
H 0.5124 1.3941 -0.8219
H -1.7851 1.4670 -0.0792
P 0.4500 1.1520 0.4796
```

## Properties
charge: -1
multiplicity: 1

Formula: CH5O3
Source: OMol25
Level of theory: ωB97M-V/def2-TZVPD

Geometry as XYZ:
```
9
Properties=species:S:1:pos:R:3
H -1.7531 -1.0242 0.8914
O 2.3633 0.3641 0.0584
O -1.8483 0.2947 -0.6275
H 2.7970 0.7009 -0.7161
O 0.0806 -0.3853 0.3405
H 2.8626 -0.3090 0.4778
C -1.1847 -0.3527 0.2778
H 1.2606 0.2537 0.0895
H -2.8237 0.3072 -0.5805
```

## Properties
charge: +1
multiplicity: 1

Formula: CH5O4P2
Source: OMol25
Level of theory: ωB97M-V/def2-TZVPD

Geometry as XYZ:
```
12
Properties=species:S:1:pos:R:3
P -1.0865 1.0476 -0.2062
O -1.2175 1.9751 0.9015
C 2.1115 0.3955 0.2455
O -3.3543 -1.1152 0.6479
P -1.8768 -1.1866 0.5819
H 3.0033 1.0698 0.2889
O -1.5583 -1.9649 -0.8233
H 2.3507 -0.1689 -0.6043
O -0.6921 1.5859 -1.4973
H 1.2487 1.1008 -0.0112
H -0.7891 -2.5450 -0.6806
H 1.8606 -0.1942 1.1572
```

## Properties
charge: -1
multiplicity: 1

Computed values of max |F| (unit: eV/Å) for the preceding records, in sequence: 0.93, 2.56, 2.97, 2.63.
Computed values of HOMO energy (unit: eV) for the preceding records, in sequence: -4.20, -4.00, -16.78, -4.13.
Computed values of relative energy (zero: lowest compared OMol25 entry of this formula, charge and spin) (unit: kJ/mol) for the preceding records, in sequence: 0.0, 199.5, 34.3, 45.6.